This record from OMol25 describes a gas-phase ion, C2H3N4 (charge -1) at a distorted geometry. The level of theory is ωB97M-V with the def2-TZVPD basis set.

Output
strongest force on any atom	5.5	eV Å⁻¹
charge	-1
relative energy (zero: lowest compared OMol25 entry of this formula, charge and spin)	201.7	kJ/mol
LUMO energy	4.3453	eV
E_tot	-8081.109	eV

Last column: Löwdin charge in e.
Positions of all 9 atoms, in Å:
C -0.09 -0.17 0.16  -0.40
C 1.30 0.03 -0.03  -0.16
N -1.22 1.18 0.25  -0.03
N -0.89 -1.17 0.02  -0.07
N -2.23 0.50 0.01  -0.32
N -2.16 -0.77 -0.12  -0.19
H 2.10 -0.19 0.87  0.11
H 1.81 -0.45 -0.84  0.03
H 1.38 1.04 -0.33  0.03